{
  "formula": "C12H14N2Si",
  "method": "the ωB97M-V functional and the def2-TZVPD basis",
  "elements": ["Si", "N", "N", "C", "C", "C", "C", "C", "C", "C", "C", "C", "C", "C", "C", "H", "H", "H", "H", "H", "H", "H", "H", "H", "H", "H", "H", "H", "H"],
  "xyz": [[-0.685564, 0.592810, 1.265778], [0.249032, 0.289445, 2.724591], [0.351871, -1.059947, 3.185135], [-1.310596, -3.339774, -1.272470], [0.406172, 1.615092, 0.100706], [-0.148786, -2.563894, -1.334810], [1.678316, 3.117546, -1.912254], [2.395985, 2.343759, -0.978254], [-2.263810, -3.059875, -0.266279], [-0.995147, -1.040929, 0.308281], [-0.007737, -1.366626, -0.658299], [0.305937, 3.220976, -1.758611], [1.785624, 1.588510, 0.009600], [-2.016744, -1.937109, 0.489309], [-0.338535, 2.457118, -0.767325], [-1.376632, 2.581961, -0.956835], [2.296912, 1.019650, 0.670215], [-3.106409, -3.470465, 0.106515], [-2.610505, -1.766682, 1.341881], [2.393975, 3.501721, -2.635799], [3.508225, 2.284951, -1.036350], [0.534568, -2.846019, -2.114224], [-0.192875, -1.619862, 2.436114], [0.495676, 0.834747, 3.457135], [0.909256, -0.703295, -0.887635], [1.342212, -1.412636, 3.130904], [-1.365199, -4.206337, -1.947978], [-0.285016, 3.844279, -2.400219], [-1.950209, 1.100885, 1.701177]],
  "forces_ev_per_a": [[1.9348, -0.9047, 0.2996], [-0.4356, -2.2435, -3.1297], [-0.4653, -2.3782, -1.3172], [-0.4928, -0.7483, 0.9049], [-2.9918, 0.8368, -0.1004], [-0.8386, 0.0404, -1.1188], [1.6015, -0.8984, 1.2452], [0.9291, -0.3107, -0.1483], [3.4826, 1.9484, -1.3036], [2.3063, 1.1553, -0.4671], [0.7445, 0.6254, 0.2364], [0.6974, -0.4803, 0.2063], [-1.8619, 2.0553, -1.9301], [0.3165, 0.4851, 0.4172], [2.1671, 0.5311, -1.3595], [-1.1640, -0.6317, 1.2063], [1.7993, -1.6869, 1.9512], [-2.5978, -2.5458, -0.0355], [-1.1705, 0.2279, 0.7929], [-1.0426, 0.7021, -0.3990], [-0.9815, 0.1634, -0.1606], [0.5076, 0.0116, -0.0564], [1.3778, 0.7076, 1.8998], [0.3765, 2.4924, 2.2093], [-1.7414, -1.1369, 0.5500], [-1.1658, 0.6109, -0.3198], [-0.2230, 0.4161, 0.4548], [-0.1775, 0.1644, -0.3243], [-0.8910, 0.7910, -0.2037]],
  "energy_ev": -23526.9540,
  "smiles": "NN[SiH](c1ccccc1)c1ccccc1",
  "homo_lumo_gap_ev": 8.73,
  "lumo_energy_ev": 0.832,
  "de_lowest_kcal_mol": 59.62,
  "max_force_ev_per_a": 4.2
}